[1]
C9H30F2NO19P2S3Ti | ωB97M-V with the def2-TZVPD basis set

XYZ file:
```
67
Properties=species:S:1:pos:R:3:forces:R:3
Ti -1.367021 0.454039 0.516728 -0.47 -0.82 -0.67
N -1.983081 1.865329 2.187838 3.12 -1.03 -7.06
S -2.766311 2.005399 3.438088 -3.71 1.62 7.27
O -4.101621 1.463989 3.468878 -0.24 0.25 -0.58
O -2.428081 3.107819 4.336058 0.07 -0.63 0.10
F -2.043651 0.807939 4.232838 0.85 -0.53 0.03
S -2.504361 3.362979 1.574308 -3.31 0.44 4.23
O -1.562541 4.428579 1.782428 0.77 0.33 -1.10
O -3.957941 3.621549 1.522208 0.95 0.09 -2.00
F -2.238461 2.892929 0.040418 0.58 -0.34 -1.14
S -1.501251 -2.685381 -0.718662 2.34 -6.27 -5.25
O -1.491921 -4.099901 -0.403122 -5.40 -2.66 4.29
O -0.252471 -2.907391 -1.409412 3.72 5.72 -3.00
O -2.577281 -2.270581 -1.657882 -0.87 1.19 0.90
O -1.382751 -1.799481 0.421918 0.01 3.80 2.97
C -3.572261 -2.073531 2.754048 0.42 0.53 0.16
O -2.142711 -1.848651 2.940798 -1.90 -0.36 0.38
H -4.113701 -1.134321 2.867318 0.10 0.21 0.24
H -3.869111 -2.459791 1.778968 0.64 -0.13 -0.30
H -4.000001 -2.777951 3.467438 0.41 -0.10 0.36
H -1.761501 -2.002991 2.073348 0.36 -0.34 -0.56
C 1.021809 0.292719 3.299718 -0.81 1.30 0.34
O 0.438279 1.076259 2.225338 2.23 -1.67 -1.00
H 0.279909 -0.310991 3.822418 -0.05 -0.39 -0.47
H 1.896579 -0.267271 2.969148 -0.37 -0.07 -0.37
H 1.359869 0.997169 4.059698 0.25 0.15 0.07
H -0.417321 1.476339 2.397028 -0.72 0.42 1.22
C -4.511001 0.167379 -0.090232 -0.65 0.08 1.03
O -3.266631 0.137029 -0.751682 0.24 1.58 0.82
H -5.341821 0.051869 -0.786292 0.00 0.27 -0.14
H -4.634181 -0.600761 0.673238 0.33 -0.53 -0.22
H -4.602731 1.064939 0.521388 0.02 0.44 -0.50
H -3.228571 -0.675921 -1.260862 0.74 -1.71 -0.60
C 4.949539 -5.168621 -0.594422 1.25 -0.72 -1.86
O 4.365809 -4.142701 0.095668 -1.59 1.65 1.92
P 3.253869 -3.189411 -0.614032 -1.84 -0.21 -0.13
O 2.124069 -3.902221 -1.246862 2.48 0.37 0.26
O 2.775679 -2.157991 0.559668 2.82 -2.63 -1.32
C 2.193129 -0.955591 0.190878 -1.21 1.76 -0.06
O 4.196699 -2.262071 -1.582242 -0.63 0.18 0.98
C 4.798649 -2.724651 -2.756652 0.40 -0.64 -0.98
H 5.761519 -4.700821 -1.151152 0.24 -0.34 -0.55
H 4.278159 -5.678971 -1.284992 -0.24 0.11 -0.04
H 5.451969 -5.949741 -0.023882 -0.45 0.28 0.89
H 2.773599 -0.081771 0.486858 0.47 -0.16 0.62
H 1.254819 -0.943161 0.745428 -0.18 0.32 -0.52
H 2.058189 -0.765621 -0.873922 -0.45 -0.82 -0.12
H 5.882639 -2.797131 -2.668352 0.17 0.17 0.45
H 4.625439 -2.064651 -3.606652 -0.37 0.27 0.21
H 4.483529 -3.718651 -3.074122 -0.43 -0.03 0.19
C 2.855039 1.865419 -2.156832 0.62 -0.43 0.54
O 1.773979 2.148049 -2.979782 -3.33 0.58 -0.66
P 0.320669 2.408909 -2.335592 -0.98 1.12 0.35
O -0.150331 1.418659 -1.299182 0.91 1.35 -1.14
O -0.582311 2.517999 -3.696492 1.65 0.29 1.92
C -1.898261 3.095279 -3.528532 -0.16 -0.31 0.12
O 0.366059 3.985129 -1.755622 -0.39 -3.17 -3.92
C 0.496849 4.273359 -0.412962 0.00 0.32 1.32
H 2.522979 1.596889 -1.153972 0.21 -0.01 0.11
H 3.468009 2.766619 -2.141872 0.41 -0.30 0.17
H 3.313739 0.997799 -2.631102 0.57 0.16 0.38
H -1.982451 3.613429 -2.573262 -0.11 -0.13 0.00
H -2.601771 2.265179 -3.592592 -0.12 0.21 0.13
H -2.078971 3.815809 -4.326202 0.21 -0.14 -0.07
H 1.438549 4.814539 -0.321202 0.14 -0.13 0.52
H 0.462659 3.334359 0.139488 0.14 0.40 0.59
H -0.327861 4.927019 -0.128932 0.13 -0.23 0.29
```
Positions in Å, forces in eV/Å.

Summary:
**Total energy**: -4771.7474 Ha
**HOMO (alpha / beta)**: 0.848 / -0.550 eV
**Net charge**: -2
**Multiplicity**: 4
**Largest force on an atom**: 8.51 eV/Å

=====

[2]
C9H31NO7 | ωB97M-V with the def2-TZVPD basis set

XYZ file:
```
48
Properties=species:S:1:pos:R:3:forces:R:3
C -0.716300 18.441740 -14.877130 0.25 0.32 0.80
C 0.169010 18.325440 -13.519660 -0.64 -2.80 -0.44
C 1.543240 17.629640 -13.965890 0.16 1.15 -0.34
C 2.483240 18.658410 -14.637220 -0.84 -0.50 0.17
C 2.616250 19.804650 -13.659130 0.43 0.47 -0.07
C 1.242580 20.535220 -13.294370 1.82 0.60 0.38
N 0.371060 19.529350 -12.678160 1.33 -0.85 -1.60
O -0.840960 20.064820 -12.194590 -0.24 0.02 -0.65
C 1.557820 21.565470 -12.196960 0.09 1.10 0.63
C 0.755580 21.331690 -14.527130 -1.62 -0.30 0.15
C -0.543080 17.270080 -12.597900 0.04 0.45 -0.68
H -1.143420 17.558060 -15.351220 0.10 -0.96 1.16
H -0.184440 18.754850 -15.775560 0.29 1.00 0.44
H -1.592790 19.038990 -14.625800 0.14 0.48 -0.34
H 2.151230 17.145570 -13.201610 -0.29 0.65 1.04
H 1.402580 16.723490 -14.555120 -0.89 0.36 -0.67
H 2.157480 19.100730 -15.578670 -0.65 -0.32 -0.15
H 3.412210 18.164420 -14.921970 0.33 0.18 0.44
H 3.332090 20.487400 -14.116870 -0.38 0.75 -0.06
H 3.195980 19.487100 -12.792420 -0.60 -0.19 0.53
H 2.123240 21.229730 -11.327670 0.26 -0.63 -0.29
H 2.065790 22.462140 -12.552010 0.48 -0.27 -0.52
H 0.709170 22.059550 -11.723890 -0.72 -0.46 -0.34
H 1.509270 22.000930 -14.942080 0.07 -0.26 0.05
H 0.238390 20.747480 -15.288250 0.91 -0.43 -0.28
H -0.119380 21.926420 -14.264750 0.18 0.54 0.60
H -1.626770 17.387050 -12.592230 -0.02 0.03 -0.16
H -0.229580 17.331290 -11.555750 0.34 0.07 -0.11
H -0.287650 16.291080 -13.003380 -0.23 -0.12 0.17
H -0.688920 20.099690 -11.247350 -0.07 -0.06 0.13
O 2.906960 18.371610 -21.288060 -0.10 -0.18 -0.26
H 2.570320 19.207420 -20.965060 -0.15 0.27 0.13
H 3.814980 18.345870 -20.986290 0.22 -0.06 0.10
O 6.487580 14.536540 -21.523670 -0.22 0.02 0.06
H 6.992950 15.310330 -21.274490 0.10 0.16 0.06
H 7.130550 13.946310 -21.916670 0.13 -0.19 -0.12
O 7.709750 18.713390 -18.851060 -0.11 -0.05 0.20
H 7.614910 18.115890 -19.592830 -0.02 -0.16 -0.14
H 8.142150 19.484580 -19.217860 0.12 0.23 -0.06
O 1.710650 15.478790 -23.977530 0.02 -0.24 -0.07
H 1.133800 15.941950 -24.584970 -0.14 0.08 -0.16
H 2.014190 16.155080 -23.371960 0.14 0.20 0.27
O 4.770230 20.922950 -24.951310 0.24 0.04 -0.02
H 4.275140 20.573230 -24.210490 -0.11 -0.13 0.22
H 4.102550 21.167970 -25.591940 -0.13 0.07 -0.19
O 2.227480 22.411460 -19.623810 0.09 -0.21 -0.17
H 2.539360 22.660990 -18.753930 0.12 0.03 0.23
H 1.469860 22.975770 -19.778120 -0.21 0.13 -0.08
```
Positions in Å, forces in eV/Å.

Summary:
**Total energy**: -942.8336 Ha
**ΔE to the lowest compared entry with this formula, charge and spin**: 222.31 kJ/mol
**HOMO**: -8.708 eV
**Net charge**: 0
**Multiplicity**: 1
**Largest force on an atom**: 2.91 eV/Å

=====

The highest largest force on an atom belongs to which entry?
C9H30F2NO19P2S3Ti

=====

The lowest total energy belongs to which entry?
C9H30F2NO19P2S3Ti

=====

Which formula does entry 1 have?
C9H30F2NO19P2S3Ti